Entry 1:
Computed, not measured: the molecule C6H16N2, with ωB97M-V with the def2-TZVPD basis set.

Total charge   0
SMILES string   CC[C@@](C)(N)CCN
Frontier orbital gap   9.536 eV
Lowest unoccupied orbital energy   0.93 eV
HOMO level   -8.6 eV

Atoms and positions in Å:
H -0.378 1.063 1.760
H -1.444 1.359 0.382
H 1.891 0.782 1.074
H 2.859 -0.268 -1.002
C 2.554 0.777 -0.959
H -1.245 -0.591 -1.603
H 2.210 1.082 -1.945
H -1.357 -1.186 2.141
C 0.165 0.003 -0.059
C 1.462 0.976 0.086
H -3.151 -0.614 -0.078
H 1.118 -1.776 -0.366
H -0.569 1.038 -1.817
N -2.675 -1.234 0.570
N 0.465 -1.368 0.293
C -1.890 -0.471 1.512
H 0.379 -0.412 -2.174
H 0.870 -1.428 1.220
H 3.429 1.379 -0.714
C -0.354 0.021 -1.497
H -2.577 0.086 2.157
C -0.864 0.595 0.903
H 1.154 2.024 0.073
H -2.051 -1.838 0.044

Partial atomic charges computed with the Mulliken method, in multiples of e: 0.41, 0.30, 0.38, 0.30, -1.27, 0.45, 0.29, 0.37, 1.44, -0.79, 0.27, 0.28, 0.35, -0.64, -0.58, -0.83, 0.42, 0.26, 0.40, -1.92, 0.43, -0.99, 0.37, 0.32

***

Entry 2:
Computed, not measured: the molecule C6H9N, with ωB97M-V with the def2-TZVPD basis set.

Total charge   0
SMILES string   C1=NCC2(C1)CC2
Frontier orbital gap   10.802 eV
Lowest unoccupied orbital energy   1.06 eV
HOMO level   -9.7 eV

Atoms and positions in Å:
C -0.006 -0.126 0.279
H 2.128 -0.271 0.834
C -0.873 -0.335 -0.951
H 1.608 -1.561 -0.348
H -1.941 -0.381 -0.682
H 0.230 -0.891 2.382
H -0.904 1.739 1.028
C 0.159 -1.173 1.334
C -0.031 1.390 0.453
C -0.600 0.973 -1.659
H -0.802 1.131 -2.721
H -0.353 -2.117 1.154
H 0.869 1.790 0.935
H -0.638 -1.234 -1.529
C 1.306 -0.845 0.413
N -0.152 1.912 -0.925

Partial atomic charges computed with the Mulliken method, in multiples of e: 0.82, 0.24, -0.75, 0.25, 0.24, 0.25, 0.26, -0.55, -0.63, -0.05, 0.40, 0.25, 0.35, 0.38, -0.89, -0.56

***

Entry 3:
Computed, not measured: a cluster of 5 separate species, C30H52N2O17 in total, with ωB97M-V with the def2-TZVPD basis set.

Total charge   0
SMILES string   CCC[C@H](OC#N)OC[C@@H](N)COCCOCCOCC.C[C@@H]1COC(=O)O1.C[C@@H]1COC(=O)O1.C[C@@H]1COC(=O)O1.C[C@@H]1COC(=O)O1
Frontier orbital gap   9.584 eV
Lowest unoccupied orbital energy   0.26 eV
HOMO level   -9.3 eV

Atoms and positions in Å:
H 6.694 0.631 -1.843
O 0.979 -4.606 -4.068
H -0.747 2.395 -3.298
H -5.424 6.847 6.965
H -4.001 -4.355 -4.668
H -1.572 -4.308 3.413
O 0.429 -2.668 4.433
H 2.136 -1.318 -0.161
H -4.349 0.847 1.715
H 2.536 1.302 -2.405
H -3.608 5.190 7.752
H -2.903 6.744 8.260
H -1.950 5.572 7.329
H 6.573 1.182 -4.939
H 0.599 -0.057 -5.129
O 5.979 2.616 -2.437
H -1.590 -3.508 5.868
C 4.115 -1.729 -2.969
H -4.324 3.217 2.740
H 1.863 -0.286 -3.812
O -1.272 -4.557 -4.335
C 3.684 3.470 -1.757
H 4.556 1.318 -1.580
H 3.437 -2.645 -3.132
H -0.410 -2.688 -1.440
O 2.116 -3.430 3.123
H -3.477 -4.064 -3.021
C -1.725 -6.296 -2.933
H 1.715 2.100 -5.006
C -3.247 3.107 2.589
C -3.334 0.643 2.069
H -0.718 2.195 -4.950
H -3.008 3.340 1.548
C 0.181 -0.555 -1.871
H 2.967 3.321 -0.865
H 4.192 -0.678 -5.046
C -4.732 7.334 6.270
H 2.357 -4.249 0.458
O -0.979 -0.296 -0.977
C -3.408 6.636 6.157
H -4.625 8.383 6.552
H 2.394 -4.137 -1.378
C 0.866 0.228 -4.037
O -3.374 -0.487 2.933
C -2.135 -0.572 -1.739
H -2.635 7.304 5.761
H -2.766 3.850 3.230
H -2.850 -2.476 5.156
C 1.125 1.828 -4.053
C -1.267 -3.320 3.055
H -1.550 -1.776 6.134
O -3.792 -0.677 5.154
C 1.994 2.262 -2.774
O -3.295 1.340 4.241
H -1.932 -5.840 -1.960
H 1.042 0.065 -1.445
O -5.256 7.216 4.953
H 1.015 -2.604 -2.605
O -5.082 5.573 3.401
H 1.238 2.636 -1.974
C -3.512 -0.004 4.200
O -0.325 -6.232 -3.175
H -4.349 -5.565 -3.418
C -0.104 -5.087 -3.878
N -3.207 -0.952 -2.160
C 0.951 -3.202 3.294
C -2.784 1.716 2.963
H -2.068 -7.332 -2.920
H -1.690 1.678 3.008
C -3.607 -4.846 -3.775
C -2.289 -5.523 -4.089
H 5.214 2.559 -0.388
O 6.109 -0.722 -4.009
C 0.561 -2.102 -1.685
H 5.099 -2.297 -4.979
H -2.037 -2.933 2.385
N -0.182 2.582 -4.153
H -2.690 0.450 1.208
H -0.988 -1.320 3.812
C -1.789 -2.542 5.393
H 4.161 4.521 -1.716
C -2.945 6.008 7.454
O -0.025 -3.448 2.374
H 4.922 1.112 -4.103
C -0.936 -2.358 4.157
H 0.839 -2.434 0.598
O -3.673 5.635 5.178
O -0.240 -0.185 -3.197
O 3.026 3.241 -3.049
C 6.010 0.723 -4.033
C 2.504 -3.511 -0.424
C 6.690 1.381 -2.718
C 1.482 -2.258 -0.347
H 7.773 1.689 -2.977
C -4.705 6.093 4.414
H 3.583 -3.094 -0.369
H -2.388 -6.151 -4.981
C 4.901 2.418 -1.496
H 3.539 -0.837 -2.509
H 4.889 -2.033 -2.163
C 4.833 -1.346 -4.375

Mulliken population analysis, charges in e, atoms 1 to 99: 0.29, -0.57, 0.31, 0.31, 0.35, 0.25, -0.41, 0.27, 0.36, -0.12, 0.36, 0.38, 0.35, 0.21, 0.44, -0.36, 0.42, -0.32, 0.40, -0.20, -0.29, -0.41, -0.07, 0.16, 0.28, -0.54, 0.28, -0.48, 0.41, -1.51, -0.26, 0.32, 0.41, 0.32, 0.28, 0.26, -0.49, 0.30, -0.09, 0.43, 0.32, 0.26, -0.29, -0.30, 0.54, 0.25, 0.23, 0.48, 0.05, -0.42, 0.36, -0.59, -0.10, -0.34, 0.28, -0.12, -0.34, -0.15, -0.51, 0.21, 0.68, -0.33, 0.37, 0.67, -0.69, 0.53, 0.66, 0.33, 0.27, -1.37, 0.50, 0.27, -0.43, 0.34, 0.28, 0.29, -0.78, 0.01, -0.02, -1.78, 0.33, -1.42, -0.34, -0.02, 1.12, -0.32, -0.26, -0.45, -0.44, 0.16, -0.97, -0.55, 0.30, 0.27, 0.64, 0.13, 0.24, 0.03, -0.16

***

Entry 4:
Computed, not measured: a cluster of 2 separate species, C2H5N3O3 in total, with ωB97M-V with the def2-TZVPD basis set.

Total charge   0
SMILES string   CC(=O)ONO.N#N
Frontier orbital gap   10.704 eV
Lowest unoccupied orbital energy   0.81 eV
HOMO level   -9.9 eV

Atoms and positions in Å:
C -1.657 0.343 -0.108
H -2.607 -0.167 0.329
H -1.445 1.055 0.611
O 2.206 -1.069 -0.083
C -0.340 -0.452 -0.261
N 1.404 -1.566 0.824
H -1.787 0.940 -1.015
O 0.092 -0.807 0.903
N 2.722 1.597 2.714
H 1.127 -2.519 0.669
H 1.765 -1.105 -1.007
N 3.280 2.156 1.931
O 0.107 -0.805 -1.337

Partial atomic charges computed with the Mulliken method, in multiples of e: -1.04, 0.27, 0.36, -0.37, 0.82, -0.06, 0.32, -0.27, 0.02, 0.22, 0.40, -0.02, -0.65

***

Entry 5:
Computed, not measured: the molecule C2H4F2OS, with ωB97M-V with the def2-TZVPD basis set.

Total charge   0
Frontier orbital gap   9.958 eV
Lowest unoccupied orbital energy   0.63 eV
HOMO level   -9.3 eV

Atoms and positions in Å:
S -0.492 -1.085 -0.134
H -0.424 1.659 0.191
O -0.860 -1.644 1.130
H 1.364 0.013 1.025
H -1.104 0.831 -1.370
F 1.779 0.161 -0.962
C -1.127 0.984 -0.359
C 1.300 -0.569 0.124
H 1.987 -1.437 0.243
F -2.423 1.087 0.112

Partial atomic charges computed with the Mulliken method, in multiples of e: 0.43, 0.29, -0.52, 0.29, 0.34, -0.27, -0.34, -0.26, 0.29, -0.25

***

Entry 6:
Computed, not measured: a structure of composition C13H15N8O5STc, with ωB97M-V with the def2-TZVPD basis set.

Total charge   +1
Expectation value of S²   3.785
2S+1   4
Frontier orbital gap (alpha / beta)   7.368 / 6.170 eV
Lowest unoccupied orbital energy (alpha / beta)   -4.39 / -5.59 eV
HOMO level (alpha / beta)   -11.8 / -11.8 eV

Atoms and positions in Å:
C 0.373 -3.338 -0.548
H -0.229 5.635 1.751
H -0.811 4.091 2.388
O 1.082 -0.541 1.960
C 0.178 -2.718 1.794
H -1.878 -2.092 -0.823
N -0.194 -2.348 0.399
C 0.417 -1.487 2.643
H 3.898 3.809 0.547
H 0.216 -4.357 -0.197
O 2.634 -3.936 -1.023
N 0.395 -0.095 -1.818
C -2.444 -1.397 1.111
C -0.587 0.175 -4.129
S 3.001 0.969 -0.126
H -2.268 -1.593 2.170
N 2.919 3.593 0.650
H -3.502 -1.560 0.907
O -2.095 -0.042 0.791
H -0.650 1.914 -0.015
C -0.075 -0.568 -5.240
C 2.340 2.428 0.418
H 1.121 -3.267 1.768
N 1.047 2.660 0.705
C -1.674 -2.332 0.221
N 0.335 -1.182 -6.122
H -1.124 4.532 0.697
H -0.109 -3.224 -1.520
Tc 0.993 -0.419 0.011
C 0.896 3.983 1.112
C 1.847 -3.098 -0.735
N -2.568 1.823 -4.266
H -2.852 0.507 1.026
H -2.043 -3.344 0.415
C -0.398 4.589 1.509
O 0.070 -1.377 3.777
N 0.095 1.642 0.621
H -0.282 1.436 1.544
N 2.047 4.566 1.077
C -1.689 1.080 -4.244
H -0.578 -3.352 2.251
O 2.177 -1.799 -0.548
C -0.029 0.032 -2.909

Partial atomic charges computed with the Mulliken method, in multiples of e: -0.58, 0.36, 0.32, -0.54, -0.41, 0.36, 0.61, 0.24, 0.19, 0.43, -0.54, -0.20, -0.67, 0.21, -0.17, 0.37, 0.21, 0.51, -0.39, 0.47, -0.04, 0.36, 0.51, 0.06, -0.96, -0.34, 0.33, 0.37, 0.45, 0.91, 0.46, -0.37, 0.28, 0.40, -1.24, -0.57, -0.47, 0.46, -0.70, -0.03, 0.38, -0.41, 0.39

***

Calculated energy in order - -347.7147; -288.7297; -2562.7344; -469.1177; -751.6632; -1797.3715 Eh
Calculated energy relative to the best compared isomer or geometry (same formula, charge and spin) in order - 6.4; 32.8; 97.3; 52.1; 48.3; 0.0 kcal per mole